[1]
Below is C4H7NO2 as an isolated structure, with properties calculated with wB97M-V/def2-TZVPD.

Results
Kohn-Sham gap: 10.5 eV
HOMO level: -0.3560 Ha
electronic energy: -361.660278 hartree
ΔE to the lowest compared entry with this formula, charge and spin: 6.0023 eV
LUMO level: 0.02863 Eh

Each line ends with the Mulliken charge.
Positions of all 14 atoms, in Å:
1 H 0.07 -2.16 -0.94  0.26
2 H -0.85 -0.12 -1.25  0.26
3 C 0.00 -1.42 -0.14  -0.29
4 H 0.38 -1.85 0.79  0.26
5 C -1.31 -0.64 -0.11  -0.55
6 H -1.14 1.56 -0.11  0.41
7 C 0.55 -0.01 -0.35  0.11
8 H 2.69 1.88 -0.96  0.37
9 O 1.75 1.72 -0.83  -0.36
10 C -0.70 0.67 0.34  -0.01
11 H -0.32 0.15 2.17  0.34
12 H -2.21 -1.06 0.42  0.32
13 O -0.60 0.95 1.71  -0.55
14 N 1.69 0.34 -0.75  -0.57

[2]
Below is C4H7NO2 as an isolated structure, with properties calculated with wB97M-V/def2-TZVPD.

Results
Kohn-Sham gap: 9.7 eV
HOMO level: -0.3420 Ha
electronic energy: -361.801623 hartree
ΔE to the lowest compared entry with this formula, charge and spin: 2.1561 eV
LUMO level: 0.01516 Eh

Each line ends with the Mulliken charge.
Positions of all 14 atoms, in Å:
1 C 0.31 -0.90 0.34  0.45
2 O -0.09 1.17 -2.54  -0.34
3 H 1.02 -1.67 -2.23  -0.03
4 H -0.21 -0.32 2.27  0.18
5 H -0.97 2.35 0.08  0.36
6 N 0.17 -1.04 1.68  -0.36
7 H 0.46 -1.91 2.09  0.24
8 C -0.70 1.48 0.67  -1.52
9 C -0.03 0.62 -1.52  0.24
10 O 0.80 -1.81 -0.32  -0.70
11 H 0.95 -1.28 -2.93  0.04
12 H -1.60 1.14 1.19  0.36
13 C -0.13 0.39 -0.22  0.73
14 H 0.01 1.79 1.43  0.36

[3]
Below is C4H7NO2 as an isolated structure, with properties calculated with wB97M-V/def2-TZVPD.

Results
Kohn-Sham gap: 10.1 eV
HOMO level: -0.3657 Ha
electronic energy: -361.653869 hartree
ΔE to the lowest compared entry with this formula, charge and spin: 6.1767 eV
LUMO level: 0.00570 Eh

Each line ends with the Mulliken charge.
Positions of all 14 atoms, in Å:
1 H 1.04 -0.47 -1.68  0.31
2 H -1.62 -1.83 0.63  0.39
3 H 0.41 2.43 -2.15  0.03
4 H -0.22 -1.80 -1.46  0.27
5 O 1.36 0.67 1.90  -0.47
6 C -0.21 -0.30 0.15  1.16
7 C 0.14 -0.81 -1.19  -0.62
8 H 0.73 2.72 -1.54  -0.01
9 H -1.67 -0.43 1.72  0.31
10 N 1.35 1.74 0.55  -0.42
11 H -0.35 -1.61 1.86  0.32
12 C -1.01 -1.09 1.15  -1.28
13 C 0.74 0.67 0.75  0.45
14 O -0.87 0.17 -1.00  -0.42

[4]
Below is one molecule with the formula C4H7NO2, with properties calculated with wB97M-V/def2-TZVPD.

Results
SMILES string: C[C@@H](C=O)C(N)=O
Kohn-Sham gap: 10.3 eV
HOMO level: -0.3528 Ha
electronic energy: -361.800707 hartree
ΔE to the lowest compared entry with this formula, charge and spin: 2.1810 eV
LUMO level: 0.02477 Eh

Each line ends with the Mulliken charge.
Positions of all 14 atoms, in Å:
1 H 1.22 -0.93 0.05  0.29
2 H -1.75 -0.78 -1.78  0.25
3 O 0.08 1.31 -1.75  -0.51
4 H -1.17 -1.56 0.99  0.36
5 C 1.02 0.82 1.34  -1.38
6 C 0.51 -0.12 0.26  0.34
7 H 0.20 1.47 1.64  0.34
8 H -0.31 -1.72 -1.73  0.24
9 H 1.31 0.21 2.21  0.36
10 H 1.88 1.42 1.04  0.34
11 N -0.80 -0.89 -1.43  -0.43
12 C -0.93 -0.55 0.62  0.01
13 O -1.75 0.36 0.60  -0.54
14 C 0.00 0.31 -1.11  0.32

[5]
Below is C4H7NO2 as an isolated structure, with properties calculated with wB97M-V/def2-TZVPD.

Results
Kohn-Sham gap: 8.5 eV
HOMO level: -0.2943 Ha
electronic energy: -361.705756 hartree
ΔE to the lowest compared entry with this formula, charge and spin: 4.7647 eV
LUMO level: 0.01858 Eh

Each line ends with the Mulliken charge.
Positions of all 14 atoms, in Å:
1 H -0.69 -1.14 0.02  0.25
2 C 1.07 0.14 -0.01  -0.42
3 C -1.09 0.00 -0.62  -0.78
4 O 1.11 -2.08 -0.92  -0.41
5 N -0.19 0.88 0.07  0.02
6 H 1.74 0.35 0.83  0.37
7 H -1.04 0.09 -1.71  0.28
8 C 0.55 -1.31 0.01  -0.30
9 H -2.11 0.05 -0.25  0.40
10 H 1.60 0.38 -0.95  0.27
11 C -0.55 1.69 1.12  0.20
12 H 0.90 -3.02 -0.74  0.39
13 H 0.31 2.00 1.73  0.27
14 O -1.68 2.07 1.38  -0.55

[6]
Below is a 3-piece molecular cluster, C4H7NO2 overall, with properties calculated with wB97M-V/def2-TZVPD.

Results
Kohn-Sham gap: 11.0 eV
HOMO level: -0.3620 Ha
electronic energy: -361.796257 hartree
ΔE to the lowest compared entry with this formula, charge and spin: 2.3021 eV
LUMO level: 0.04145 Eh

Each line ends with the Mulliken charge.
Positions of all 14 atoms, in Å:
1 H -1.07 -2.21 0.53  0.30
2 H 0.95 3.00 -0.23  0.27
3 H -1.41 -1.80 -1.95  0.36
4 H 1.40 1.94 1.71  0.25
5 H -2.31 -0.99 0.27  0.33
6 H -0.41 1.78 -0.53  0.19
7 C 2.60 -0.62 0.58  0.12
8 H -0.65 -0.48 0.77  0.22
9 C 0.39 2.13 0.13  -0.22
10 N 0.61 1.52 1.21  -0.48
11 O 2.05 -1.59 0.36  -0.13
12 C -0.85 -1.12 -1.28  0.14
13 O 0.00 -0.38 -1.74  -0.45
14 C -1.23 -1.19 0.17  -0.90

[7]
Below is a 2-piece molecular cluster, C4H7NO2 overall, with properties calculated with wB97M-V/def2-TZVPD.

Results
Kohn-Sham gap: 8.0 eV
HOMO level: -0.2822 Ha
electronic energy: -361.691711 hartree
ΔE to the lowest compared entry with this formula, charge and spin: 5.1469 eV
LUMO level: 0.01227 Eh

Each line ends with the Mulliken charge.
Positions of all 14 atoms, in Å:
1 O -0.45 0.87 1.03  -0.39
2 O -1.21 -0.62 -2.86  -0.49
3 H -0.77 1.01 -1.74  0.19
4 C -1.06 -0.59 0.33  -0.69
5 N 1.76 0.82 1.54  -0.39
6 H -1.33 -1.06 1.29  0.21
7 C 0.69 0.34 0.91  0.60
8 C 0.47 -0.88 0.12  -0.32
9 H 0.93 -1.78 0.55  0.34
10 H 1.65 1.61 2.16  0.25
11 C -1.51 0.26 -2.09  -0.01
12 H 2.66 0.36 1.46  0.21
13 H -2.55 0.47 -1.78  0.26
14 H 0.74 -0.80 -0.94  0.24

[8]
Below is C4H7NO2 as an isolated structure, with properties calculated with wB97M-V/def2-TZVPD.

Results
Kohn-Sham gap: 8.1 eV
HOMO level: -0.2786 Ha
electronic energy: -361.676371 hartree
ΔE to the lowest compared entry with this formula, charge and spin: 5.5643 eV
LUMO level: 0.01876 Eh

Each line ends with the Mulliken charge.
Positions of all 14 atoms, in Å:
1 N 1.65 0.66 1.68  -0.44
2 O -0.46 0.91 0.84  -0.40
3 C -1.02 -0.72 0.46  -0.72
4 H 0.66 -0.91 -0.99  0.21
5 H -1.15 -1.05 1.51  0.19
6 O -1.39 -0.75 -2.60  -0.42
7 H -2.41 0.77 -1.69  0.24
8 C -1.48 0.36 -2.13  -0.05
9 C 0.50 -0.95 0.09  -0.18
10 H 1.43 1.42 2.31  0.26
11 H 1.05 -1.79 0.53  0.28
12 H -0.62 1.07 -2.15  0.23
13 C 0.65 0.31 0.84  0.53
14 H 2.58 0.66 1.30  0.27

[9]
Below is one molecule with the formula C4H7NO2, with properties calculated with wB97M-V/def2-TZVPD.

Results
SMILES string: O=C[C@]1(CO)CN1
Kohn-Sham gap: 9.6 eV
HOMO level: -0.3377 Ha
electronic energy: -361.736497 hartree
ΔE to the lowest compared entry with this formula, charge and spin: 3.9282 eV
LUMO level: 0.01413 Eh

Each line ends with the Mulliken charge.
Positions of all 14 atoms, in Å:
1 H -1.37 0.28 1.57  0.35
2 H 2.04 0.36 0.89  0.37
3 C 1.16 0.06 -0.65  -0.70
4 C -0.17 0.33 0.08  0.78
5 C -0.37 -1.12 0.61  -0.53
6 H -1.05 1.24 -1.73  0.33
7 N -0.39 0.02 1.46  -0.65
8 H 0.41 -1.86 0.84  0.28
9 C -1.28 0.94 -0.69  -0.16
10 H 1.26 -0.70 -1.44  0.30
11 H -1.30 -1.54 0.29  0.28
12 O -2.39 1.13 -0.22  -0.51
13 O 2.28 -0.17 0.13  -0.49
14 H 1.18 1.01 -1.15  0.34

[10]
Below is one molecule with the formula C4H7NO2, with properties calculated with wB97M-V/def2-TZVPD.

Results
SMILES string: NC(=O)[C@H]1C[C@H]1O
Kohn-Sham gap: 10.5 eV
HOMO level: -0.3567 Ha
electronic energy: -361.821457 hartree
ΔE to the lowest compared entry with this formula, charge and spin: 1.6164 eV
LUMO level: 0.03004 Eh

Each line ends with the Mulliken charge.
Positions of all 14 atoms, in Å:
1 C 1.39 0.50 0.15  -0.01
2 H -0.42 1.44 -0.79  0.31
3 O 1.22 1.34 1.25  -0.52
4 C 0.39 -0.52 -0.22  0.04
5 H 0.83 -1.37 -0.74  0.38
6 C 0.41 0.76 -1.01  -0.95
7 N -1.91 -1.07 0.09  -0.38
8 C -0.72 -0.90 0.72  0.35
9 H 2.43 0.15 0.07  0.32
10 H 0.71 0.80 -2.05  0.29
11 H 0.95 2.18 0.86  0.31
12 O -0.54 -1.11 1.91  -0.60
13 H -2.02 -0.83 -0.88  0.22
14 H -2.71 -1.36 0.63  0.23

[11]
Below is one molecule with the formula C4H7NO2, with properties calculated with wB97M-V/def2-TZVPD.

Results
SMILES string: C/C=C\C(=O)ON
Kohn-Sham gap: 9.7 eV
HOMO level: -0.3579 Ha
electronic energy: -361.739001 hartree
ΔE to the lowest compared entry with this formula, charge and spin: 3.8601 eV
LUMO level: -0.00147 Eh

Each line ends with the Mulliken charge.
Positions of all 14 atoms, in Å:
1 C -0.92 -0.22 0.74  -0.46
2 C -1.20 0.85 -0.18  0.44
3 H 0.26 2.81 0.54  0.29
4 H 0.38 -2.65 -0.87  0.34
5 C 0.17 -1.01 0.46  0.04
6 H 0.04 -1.13 -1.70  0.31
7 O -2.27 1.29 -0.54  -0.52
8 H -1.41 -0.21 1.70  0.33
9 C 0.58 -1.57 -0.87  -0.99
10 H 0.62 -1.53 1.30  0.36
11 H 1.66 -1.44 -1.01  0.27
12 N 0.89 2.08 0.19  -0.43
13 H 1.09 1.45 0.97  0.29
14 O 0.08 1.30 -0.73  -0.27

[12]
Below is one molecule with the formula C4H7NO2, with properties calculated with wB97M-V/def2-TZVPD.

Results
SMILES string: C/C(CC=O)=N\O
Kohn-Sham gap: 10.4 eV
HOMO level: -0.3518 Ha
electronic energy: -361.759987 hartree
ΔE to the lowest compared entry with this formula, charge and spin: 3.2890 eV
LUMO level: 0.03056 Eh

Each line ends with the Mulliken charge.
Positions of all 14 atoms, in Å:
1 H 0.26 1.39 -1.52  0.32
2 C 0.36 -0.21 0.01  0.64
3 O -1.56 1.46 1.17  -0.49
4 C 0.83 1.08 -0.63  -1.19
5 H -2.19 -0.35 0.49  0.38
6 H -0.04 -1.44 1.68  0.32
7 O 0.72 -1.26 -1.92  -0.38
8 N 0.25 -1.32 -0.62  -0.47
9 H 0.71 -2.19 -2.17  0.38
10 C -0.18 -0.38 1.47  -0.56
11 C -1.47 0.25 1.07  0.01
12 H 0.14 0.19 2.36  0.30
13 H 0.80 1.90 0.09  0.35
14 H 1.85 0.89 -0.97  0.39

What did the third record say?
Below is C4H7NO2 as an isolated structure, with properties calculated with wB97M-V/def2-TZVPD.

Results
Kohn-Sham gap: 10.1 eV
HOMO level: -0.3657 Ha
electronic energy: -361.653869 hartree
ΔE to the lowest compared entry with this formula, charge and spin: 6.1767 eV
LUMO level: 0.00570 Eh

Each line ends with the Mulliken charge.
Positions of all 14 atoms, in Å:
1 H 1.04 -0.47 -1.68  0.31
2 H -1.62 -1.83 0.63  0.39
3 H 0.41 2.43 -2.15  0.03
4 H -0.22 -1.80 -1.46  0.27
5 O 1.36 0.67 1.90  -0.47
6 C -0.21 -0.30 0.15  1.16
7 C 0.14 -0.81 -1.19  -0.62
8 H 0.73 2.72 -1.54  -0.01
9 H -1.67 -0.43 1.72  0.31
10 N 1.35 1.74 0.55  -0.42
11 H -0.35 -1.61 1.86  0.32
12 C -1.01 -1.09 1.15  -1.28
13 C 0.74 0.67 0.75  0.45
14 O -0.87 0.17 -1.00  -0.42

Q: What is the Kohn-Sham gap in the fifth record?
A: 8.5 eV

Q: Among the records above, which one has the lowest electronic energy?
A: number 10